The following is a quantum chemistry calculation of a molecular structure, C41H30Cl3CoF5N4O5S4 at a distorted geometry, from the OMol25 dataset.

- energy above the lowest of the compared OMol25 structures with the same formula, charge and spin (kcal/mol) = 180.2
- 2S+1 = 2
- total charge = -2
- E_LUMO (alpha / beta) (Ha) = 0.1129 / 0.1129
- F_max (eV/Å) = 2.86
- ⟨S²⟩ = 0.7691
- frontier orbital gap (alpha / beta) (eV) = 3.58 / 3.61
- molar mass (g mol⁻¹) = 1047.3

Element x y z (Å)
Co -0.280 -0.041 0.433
C -5.523 1.456 5.848
C -4.386 0.689 5.239
C -4.391 -0.701 5.186
C -3.339 -1.388 4.600
C -2.274 -0.693 4.060
C -2.244 0.686 4.129
C -3.293 1.371 4.715
S -0.934 -1.602 3.233
O -1.624 -2.592 2.431
O -0.120 -2.139 4.306
N -0.160 -0.519 2.345
C 1.055 -0.029 2.953
C 1.946 0.587 1.854
O 3.055 1.016 2.137
O 1.415 0.612 0.697
H -6.426 0.853 5.893
H -5.729 2.351 5.263
H -5.270 1.773 6.861
H -5.234 -1.245 5.588
H -3.337 -2.465 4.533
H -1.408 1.217 3.700
H -3.274 2.452 4.756
H 1.587 -0.844 3.456
H 0.854 0.754 3.703
C 1.028 -3.071 0.065
C 0.489 -2.529 -1.232
C 0.179 -3.433 -2.249
C -0.163 -3.284 -3.623
C 0.144 -2.158 -4.337
C -0.046 -1.466 -5.644
C -0.381 0.775 -5.132
C -0.749 1.515 -3.881
C -0.621 1.101 -2.600
S -0.885 1.897 -1.111
C 0.760 -0.999 -3.738
N 0.280 -1.196 -1.192
H 1.451 -4.066 -0.058
H 0.237 -3.104 0.815
H 1.798 -2.395 0.433
H 0.219 -4.470 -1.931
H -0.595 -4.144 -4.116
H 0.226 -2.012 -6.548
H -0.162 1.562 -5.860
H -0.982 2.561 -4.039
F 0.384 0.424 -9.257
C 0.333 0.198 -7.909
C -0.911 -0.038 -7.376
F -2.002 0.009 -8.187
C -1.126 -0.366 -5.924
F -2.434 -0.633 -5.636
C 0.789 -0.259 -5.057
S -0.509 -0.659 -2.534
C 1.905 0.099 -5.946
F 3.182 0.189 -5.504
C 1.619 0.254 -7.275
F 2.646 0.514 -8.138
Cl -7.196 5.501 2.530
C -6.970 3.843 2.090
C -6.222 3.519 0.947
C -6.066 2.191 0.608
C -6.631 1.169 1.362
C -6.494 -0.279 0.971
C -5.339 -0.969 1.784
N -4.112 -1.076 1.054
C -3.740 -2.153 0.309
C -2.489 -1.902 -0.154
N -2.076 -0.685 0.305
C -3.081 -0.211 1.015
O -6.309 -0.386 -0.418
C -6.932 -1.508 -1.015
C -6.890 -1.367 -2.503
C -5.906 -1.883 -3.312
Cl -4.522 -2.764 -2.821
S -6.182 -1.548 -4.992
C -7.633 -0.697 -4.595
C -7.869 -0.681 -3.253
C -7.369 1.537 2.509
Cl -8.096 0.316 3.502
C -7.545 2.856 2.871
H -5.785 4.299 0.346
H -5.505 1.920 -0.272
H -7.429 -0.791 1.253
H -5.645 -1.981 2.060
H -5.168 -0.403 2.702
H -4.358 -3.020 0.201
H -1.880 -2.527 -0.773
H -3.103 0.747 1.495
H -7.983 -1.562 -0.685
H -6.429 -2.439 -0.719
H -8.213 -0.253 -5.378
H -8.712 -0.191 -2.801
H -8.124 3.111 3.747